Entry 1:
Computed, not measured: a molecular structure, C40H64CdN6O3S2SbSi3, with ωB97M-V/def2-TZVPD.

Calculated values
E_HOMO	-10.1	eV
charge	+1
HOMO-LUMO gap	7.48	eV
E_tot	-114008.484	eV
energy above the lowest of the compared OMol25 structures with the same formula, charge and spin	0.0	kJ/mol

Element x y z (Å)
Cd (-0.487, 0.072, 1.126)
N (-1.185, 1.811, 2.673)
C (-1.744, 1.446, 3.987)
C (-0.743, 0.694, 4.853)
C (-0.368, -0.706, 4.385)
N (0.497, -0.687, 3.192)
H (-0.367, 2.401, 2.802)
H (-1.856, 2.374, 2.158)
H (-2.626, 0.825, 3.817)
H (-2.079, 2.336, 4.527)
H (-1.175, 0.607, 5.852)
H (0.164, 1.298, 4.973)
H (-1.267, -1.272, 4.127)
H (0.116, -1.235, 5.210)
H (0.763, -1.634, 2.941)
H (1.354, -0.182, 3.394)
C (-5.034, -0.865, 1.867)
C (-3.635, -0.825, 1.904)
N (-2.905, -0.156, 1.039)
C (-3.530, 0.476, 0.024)
C (-4.922, 0.451, -0.130)
C (-5.676, -0.227, 0.845)
C (-5.530, 1.091, -1.261)
C (-4.778, 1.722, -2.185)
C (-3.351, 1.786, -2.048)
C (-2.535, 2.446, -2.986)
C (-1.179, 2.482, -2.796)
C (-0.643, 1.861, -1.662)
N (-1.384, 1.234, -0.770)
C (-2.723, 1.182, -0.949)
H (-5.575, -1.424, 2.616)
H (-3.089, -1.369, 2.666)
H (-6.756, -0.254, 0.759)
H (-6.607, 1.049, -1.358)
H (-5.235, 2.199, -3.043)
H (-2.991, 2.919, -3.847)
H (-0.519, 2.975, -3.496)
H (0.423, 1.856, -1.481)
C (-0.554, -3.586, -6.278)
C (-0.066, -3.118, -4.935)
C (-0.493, -1.903, -4.398)
C (-0.028, -1.462, -3.171)
C (0.888, -2.235, -2.469)
C (1.336, -3.439, -2.989)
C (0.847, -3.879, -4.210)
S (1.534, -1.619, -0.938)
O (2.700, -2.407, -0.627)
O (1.711, -0.194, -1.126)
N (0.377, -1.749, 0.154)
C (-0.081, -2.956, 0.650)
C (0.466, -4.219, 0.369)
C (-0.133, -5.336, 0.913)
C (-1.256, -5.198, 1.721)
C (-1.703, -3.916, 1.971)
N (-1.137, -2.818, 1.469)
H (-1.387, -2.981, -6.632)
H (-0.877, -4.627, -6.239)
H (0.244, -3.521, -7.020)
H (-1.191, -1.292, -4.959)
H (-0.357, -0.514, -2.763)
H (2.080, -4.010, -2.451)
H (1.198, -4.820, -4.616)
H (1.358, -4.306, -0.230)
H (0.278, -6.316, 0.707)
H (-1.757, -6.051, 2.155)
H (-2.569, -3.755, 2.606)
O (-4.040, -2.827, -0.167)
S (-3.001, -2.663, -1.232)
C (-3.945, -2.626, -2.804)
C (-3.854, -4.001, -3.473)
C (-3.488, -5.004, -2.380)
C (-2.381, -4.326, -1.587)
H (-3.592, -1.804, -3.428)
H (-4.953, -2.397, -2.456)
H (-3.063, -3.990, -4.225)
H (-4.785, -4.255, -3.978)
H (-3.164, -5.960, -2.792)
H (-4.342, -5.188, -1.726)
H (-1.462, -4.219, -2.169)
H (-2.151, -4.779, -0.623)
C (1.310, 5.506, 0.039)
Si (1.929, 4.649, 1.588)
C (3.500, 5.440, 2.227)
C (0.629, 4.830, 2.937)
Sb (2.147, 2.169, 0.980)
Si (3.688, 2.336, -1.080)
C (4.752, 3.874, -0.954)
C (2.673, 2.477, -2.648)
C (4.767, 0.814, -1.155)
Si (3.947, 1.395, 2.629)
C (4.075, -0.467, 2.460)
C (5.625, 2.170, 2.343)
C (3.381, 1.860, 4.362)
H (1.113, 6.564, 0.224)
H (0.381, 5.045, -0.306)
H (2.037, 5.438, -0.772)
H (3.312, 6.498, 2.428)
H (4.325, 5.372, 1.519)
H (3.816, 4.978, 3.164)
H (0.609, 5.866, 3.287)
H (0.846, 4.202, 3.806)
H (-0.373, 4.593, 2.575)
H (4.152, 4.785, -0.991)
H (5.440, 3.900, -1.804)
H (5.349, 3.897, -0.042)
H (1.974, 3.317, -2.612)
H (2.127, 1.557, -2.857)
H (3.360, 2.660, -3.479)
H (5.502, 0.788, -0.349)
H (5.318, 0.821, -2.100)
H (4.170, -0.097, -1.117)
H (4.514, -0.741, 1.500)
H (3.105, -0.965, 2.508)
H (4.710, -0.879, 3.250)
H (6.030, 1.934, 1.359)
H (6.325, 1.785, 3.090)
H (5.589, 3.256, 2.445)
H (2.464, 1.351, 4.664)
H (3.207, 2.935, 4.447)
H (4.154, 1.592, 5.087)

***

Entry 2:
Computed, not measured: 7 unconnected molecules or ions with the total composition C40H64F8NO14, with ωB97M-V/def2-TZVPD.

Calculated values
E_HOMO	-11.2	eV
charge	+1
HOMO-LUMO gap	8.66	eV
E_tot	-94408.709	eV

Element x y z (Å)
C (-1.874, -0.002, 4.948)
O (-1.031, 1.088, 5.237)
C (-0.416, 1.746, 4.149)
C (-1.258, 2.894, 3.610)
C (-2.463, 2.559, 2.728)
C (-2.217, 2.604, 1.214)
C (-0.997, 1.846, 0.692)
C (-1.185, 0.328, 0.728)
C (-2.428, -0.118, -0.081)
C (-2.134, -1.149, -1.146)
N (-1.612, -2.474, -0.602)
C (-2.047, -2.883, 0.760)
C (-1.388, -4.207, 1.097)
O (-0.006, -3.981, 0.894)
C (0.904, -4.736, 1.667)
C (1.525, -3.838, 2.758)
F (0.800, -2.692, 2.937)
F (2.791, -3.470, 2.378)
C (1.674, -4.529, 4.144)
F (2.624, -3.894, 4.876)
F (2.073, -5.824, 3.899)
C (0.382, -4.608, 4.997)
F (-0.596, -5.169, 4.195)
F (-0.020, -3.359, 5.322)
C (0.496, -5.493, 6.256)
F (1.506, -5.048, 7.041)
F (-0.687, -5.369, 6.932)
H (-2.902, 0.224, 5.247)
H (-1.527, -0.875, 5.500)
H (-1.881, -0.246, 3.880)
H (0.521, 2.154, 4.536)
H (-0.145, 1.020, 3.371)
H (-1.614, 3.421, 4.501)
H (-0.604, 3.601, 3.087)
H (-2.917, 1.605, 3.015)
H (-3.229, 3.316, 2.918)
H (-2.128, 3.647, 0.907)
H (-3.087, 2.212, 0.715)
H (-0.099, 2.121, 1.254)
H (-0.806, 2.139, -0.345)
H (-0.285, -0.157, 0.324)
H (-1.273, -0.025, 1.757)
H (-2.833, 0.737, -0.628)
H (-3.246, -0.440, 0.569)
H (-3.002, -1.369, -1.768)
H (-1.350, -0.764, -1.803)
H (-0.592, -2.475, -0.622)
H (-1.905, -3.211, -1.241)
H (-3.136, -2.954, 0.777)
H (-1.707, -2.128, 1.462)
H (-1.627, -4.463, 2.130)
H (-1.735, -5.009, 0.435)
H (1.708, -5.088, 1.021)
H (0.433, -5.609, 2.110)
H (0.650, -6.541, 5.990)
O (8.351, -3.481, -1.040)
C (7.423, -3.657, -0.311)
O (6.508, -2.680, -0.084)
C (5.536, -3.126, 0.884)
C (5.597, -4.651, 0.859)
C (7.063, -4.891, 0.499)
H (5.819, -2.719, 1.857)
H (4.564, -2.727, 0.606)
H (5.278, -5.102, 1.796)
H (4.956, -5.035, 0.069)
H (7.712, -4.918, 1.376)
H (7.234, -5.786, -0.092)
O (-4.971, 1.874, -0.872)
C (-5.705, 2.072, 0.056)
O (-5.718, 1.272, 1.141)
C (-6.754, 1.690, 2.057)
C (-7.024, 3.149, 1.708)
C (-6.731, 3.175, 0.206)
H (-7.625, 1.053, 1.894)
H (-6.387, 1.540, 3.069)
H (-8.028, 3.468, 1.976)
H (-6.312, 3.793, 2.224)
H (-7.608, 2.919, -0.392)
H (-6.327, 4.128, -0.120)
O (-4.201, 5.585, 0.905)
C (-3.899, 5.758, -0.244)
O (-3.031, 4.964, -0.890)
C (-2.777, 5.460, -2.230)
C (-4.001, 6.309, -2.559)
C (-4.385, 6.847, -1.179)
H (-1.856, 6.038, -2.215)
H (-2.652, 4.607, -2.892)
H (-3.795, 7.072, -3.301)
H (-4.801, 5.672, -2.940)
H (-3.854, 7.766, -0.929)
H (-5.452, 7.006, -1.044)
O (-1.765, 7.154, -4.683)
C (-1.244, 8.188, -4.382)
O (-0.813, 8.423, -3.121)
C (-0.319, 9.773, -3.000)
C (0.040, 10.193, -4.422)
C (-0.979, 9.404, -5.245)
H (-1.114, 10.388, -2.575)
H (0.525, 9.763, -2.316)
H (-0.002, 11.269, -4.567)
H (1.049, 9.857, -4.663)
H (-1.922, 9.942, -5.364)
H (-0.624, 9.098, -6.224)
O (2.866, -6.607, -0.124)
C (3.027, -6.620, -1.314)
O (3.168, -5.489, -2.023)
C (3.277, -5.790, -3.440)
C (3.740, -7.239, -3.496)
C (3.106, -7.820, -2.233)
H (2.292, -5.651, -3.888)
H (3.967, -5.089, -3.883)
H (3.448, -7.739, -4.416)
H (4.827, -7.282, -3.418)
H (2.090, -8.181, -2.404)
H (3.685, -8.612, -1.767)
O (3.948, -2.407, -5.651)
C (4.588, -1.797, -4.842)
O (5.450, -2.410, -4.004)
C (5.985, -1.469, -3.046)
C (5.828, -0.107, -3.715)
C (4.568, -0.309, -4.555)
H (5.403, -1.559, -2.130)
H (7.014, -1.739, -2.830)
H (5.761, 0.708, -2.998)
H (6.680, 0.084, -4.367)
H (3.660, -0.092, -3.989)
H (4.547, 0.253, -5.484)